No. 1
Molecular formula: C40H38ClN4O3PPbSe2
Method: DFT, ωB97M-V/def2-TZVPD

Last column: Mulliken charge in e.
Cartesian coordinates (Å):
H: -2.827 1.324 -6.017  0.26
C: 0.481 -2.016 -4.995  -0.81
C: 2.783 -0.230 -0.968  -0.09
H: -2.079 1.098 -7.610  0.46
H: 4.150 -2.579 -0.812  0.50
C: -3.462 3.680 -2.009  -0.83
H: 1.656 -0.096 -2.792  0.17
C: -1.438 -0.311 -6.125  1.06
H: 2.122 0.330 5.084  0.31
H: 2.986 4.096 3.302  0.42
H: -3.346 0.007 -7.055  0.31
C: 2.543 -3.980 -0.529  -0.58
H: 2.402 -4.340 6.197  0.39
N: 0.293 2.479 1.081  0.32
C: -0.982 2.654 -2.478  0.78
C: 1.207 0.681 5.544  -0.33
H: -0.872 2.329 2.766  0.61
H: -0.953 3.846 -4.264  0.51
C: -1.194 0.749 5.601  -0.42
H: 0.124 2.774 7.974  0.39
H: -1.551 -5.468 5.007  0.40
C: 0.387 -2.981 -0.532  -0.33
C: 2.459 3.420 1.336  -1.00
C: -0.404 -0.830 -6.896  -0.87
H: -2.060 2.032 7.080  0.42
C: 1.462 2.837 0.562  1.03
C: 1.688 2.685 -0.931  -1.79
C: 0.442 -5.044 5.674  -0.44
C: 0.084 2.067 7.155  -0.47
C: -1.141 1.653 6.653  -0.63
H: 3.850 -0.315 -1.179  0.35
N: -1.631 2.288 -1.382  0.67
H: 0.070 1.074 -3.377  -0.15
H: -0.595 -1.752 -3.168  0.10
C: 1.302 -2.879 5.090  -0.49
C: 2.233 -1.625 -0.808  0.25
C: 3.082 -2.720 -0.730  -1.00
H: 1.318 3.604 -1.401  0.58
C: 1.170 -4.118 -0.426  -1.15
H: -1.852 -3.266 3.929  0.27
O: -2.468 -0.067 -4.004  -0.20
C: -3.373 -0.962 -3.335  -0.62
C: 0.102 -2.568 4.453  0.87
O: -2.689 -0.494 -1.130  -0.79
N: 1.083 1.528 -1.617  1.32
C: -0.535 -1.490 -4.213  0.50
H: 2.771 2.679 -1.098  0.28
C: -2.847 2.782 -1.158  -0.60
H: 2.695 0.293 -0.010  -0.22
H: -0.334 -0.576 -7.945  0.43
C: -1.517 3.564 -3.384  -1.03
C: -0.750 -4.742 5.036  -0.63
H: -3.345 2.432 -0.263  0.45
C: 2.221 3.650 2.680  -0.64
C: 0.319 1.960 -2.787  -1.13
C: 0.539 -1.673 -6.334  0.13
H: 0.774 3.416 4.266  0.48
N: 0.910 -1.768 -0.718  1.16
C: 0.999 3.282 3.218  -0.70
H: 3.408 3.685 0.889  0.45
H: -3.610 -1.809 -3.981  0.37
H: 2.217 1.898 6.984  0.39
H: -0.697 -3.036 -0.483  0.42
Se: -1.989 -0.817 2.675  -0.67
C: -0.021 0.256 5.040  0.68
H: -2.150 0.430 5.205  0.40
H: 0.576 -6.009 6.145  0.38
H: 0.705 -5.079 -0.268  0.51
O: -2.446 -2.600 -1.850  -0.63
C: -2.775 4.082 -3.145  -0.51
H: 2.890 1.146 -2.625  0.50
C: -1.489 -0.650 -4.772  -0.28
P: -0.060 -0.934 3.650  0.15
C: -2.477 0.586 -6.735  -1.46
H: 1.220 -2.678 -4.565  0.58
H: 0.926 2.611 -3.436  0.47
Cl: 1.821 -2.305 -7.330  -0.25
H: 2.114 -2.163 5.087  0.31
C: 2.119 0.586 -2.077  -1.25
C: -2.792 -1.432 -1.993  0.37
H: -3.218 4.786 -3.837  0.44
C: -0.923 -3.504 4.428  -0.33
C: 0.076 2.685 2.379  -0.49
H: 3.191 -4.843 -0.454  0.45
C: 1.468 -4.108 5.703  -0.70
C: 1.258 1.577 6.600  -0.77
H: -4.451 4.052 -1.785  0.45
H: -4.261 -0.359 -3.146  0.32
Pb: -0.759 0.166 0.073  1.82
Se: 1.668 -0.620 2.416  -0.33

The electronic energy is -211954.8761 eV. Its total charge is 0. The energy relative to the best compared isomer or geometry (same formula, charge and spin) is 12.9 kcal/mol. The calculation puts the frontier orbital gap at 7.96 eV. The strongest force on any atom comes out at 0.006 hartree/bohr. The highest occupied orbital energy comes out at -7.511 eV.

---

No. 2
Molecular formula: C5H10S2
Method: DFT, ωB97M-V/def2-TZVPD

Last column: Mulliken charge in e.
Cartesian coordinates (Å):
C: -0.418 1.366 -0.452  -1.17
C: 0.737 0.468 -1.007  0.71
H: -0.999 -0.275 2.048  0.15
S: 0.225 -1.571 -2.683  -0.11
C: -1.930 -0.819 2.226  -0.25
C: 1.703 0.492 0.205  -1.62
S: -2.154 -2.160 1.393  -0.16
H: 2.601 -0.115 0.119  0.41
H: -0.749 2.039 -1.238  0.33
C: 0.445 -0.985 -1.189  -0.46
H: 2.008 1.440 0.481  0.52
H: -0.008 1.838 0.476  0.33
H: -1.185 0.742 -0.060  0.20
H: 1.250 0.000 1.069  0.27
H: 0.020 -2.773 -2.344  0.15
H: 1.190 0.738 -1.963  0.44
H: -2.736 -0.425 2.919  0.25

The electronic energy is -27012.9129 eV. Its total charge is 0. The energy relative to the best compared isomer or geometry (same formula, charge and spin) is 98.5 kcal/mol. The calculation puts the frontier orbital gap at 7.61 eV. The strongest force on any atom comes out at 0.052 hartree/bohr. The highest occupied orbital energy comes out at -7.801 eV.